Version a
The following is a quantum chemistry calculation of 4 unconnected molecules or ions with the total composition C3H16NO4, from OMol25.

Cartesian coordinates (Å):
C  0.650  0.640  1.041
C  1.345  0.544  -0.296
C  1.220  1.974  -0.982
O  1.846  2.985  -0.229
N  -0.103  -0.675  1.189
H  -0.004  1.563  1.127
H  1.349  0.638  1.937
H  2.398  0.302  -0.091
H  1.075  -0.291  -0.987
H  1.556  1.874  -1.966
H  0.173  2.451  -0.988
H  2.807  2.899  -0.371
H  -0.316  -0.950  0.244
H  -1.048  -0.665  1.552
H  0.498  -1.425  1.708
H  -2.346  -1.181  -0.519
H  -2.542  -2.706  -0.634
O  -1.891  -1.997  -0.352
H  1.422  -3.559  -0.789
H  0.019  -3.141  -1.019
O  0.820  -2.820  -0.986
H  -3.404  0.902  0.988
H  -2.925  1.734  -0.059
O  -2.599  0.906  0.481

total charge: +1
Kohn-Sham gap: 10.54 eV
HOMO: -0.500 Ha

Version b
The following is a quantum chemistry calculation of 5 unconnected molecules or ions with the total composition C3H16NO4, from OMol25.

Cartesian coordinates (Å):
C  -2.186  2.154  -0.701
C  -1.512  0.851  -0.883
C  -1.807  -0.350  -1.484
N  -0.494  0.748  0.159
H  -2.690  2.277  0.283
H  -3.021  2.152  -1.444
H  -1.422  2.966  -0.850
H  -1.328  -1.235  -1.040
H  -2.752  -0.453  -2.062
H  -0.619  1.014  1.181
H  -0.039  -0.190  0.032
H  0.200  1.467  -0.118
H  -0.564  0.999  3.588
H  0.939  1.227  3.329
O  0.052  1.363  2.946
H  0.516  1.223  -2.818
H  0.671  2.762  -2.492
O  0.871  1.815  -2.228
H  3.325  -4.656  1.222
H  2.103  -4.578  1.993
O  2.512  -4.217  1.125
H  1.809  -2.482  0.630
H  1.813  -1.474  -0.557
O  1.259  -1.733  0.210

total charge: +1
Kohn-Sham gap: 11.14 eV
HOMO: -0.507 Ha

Version c
The following is a quantum chemistry calculation of 4 unconnected molecules or ions with the total composition C3H16NO4, from OMol25.

Cartesian coordinates (Å):
C  2.221  -1.315  0.835
C  1.601  -1.034  -0.626
C  0.492  -2.042  -0.857
O  1.191  0.281  -0.707
N  2.409  0.008  1.513
H  1.568  -1.930  1.485
H  3.230  -1.821  0.833
H  2.430  -1.124  -1.332
H  0.688  -3.093  -0.489
H  0.298  -2.272  -1.937
H  -0.429  -1.784  -0.340
H  0.279  0.408  -0.429
H  1.480  0.504  1.583
H  2.913  0.697  0.969
H  2.688  -0.097  2.502
H  -0.959  0.045  2.431
H  -1.117  0.842  1.025
O  -0.507  0.387  1.658
H  -4.462  3.178  -3.210
H  -4.754  2.341  -2.051
O  -4.009  2.855  -2.389
H  -2.280  2.421  0.076
H  -2.725  1.083  -0.643
O  -2.247  1.461  0.100

total charge: +1
Kohn-Sham gap: 11.42 eV
HOMO: -0.526 Ha

The structure with the least stability is version a.